{
  "formula": "H3IO",
  "method": "the ωB97M-V functional and the def2-TZVPD basis",
  "elements": ["I", "O", "H", "H", "H"],
  "coordinates": [[0.6878, -1.8822, 1.6989], [-0.1809, 0.3923, -0.5821], [0.4526, 1.1002, -0.7204], [0.1324, -0.2682, 0.0402], [-1.0919, 0.6579, -0.4366]],
  "forces_ev_per_angstrom": [[-0.241, 0.736, -0.692], [-0.736, 1.449, -2.555], [0.227, 0.558, 0.060], [1.201, -3.020, 2.915], [-0.451, 0.277, 0.273]],
  "mol_weight_g_mol": 145.93,
  "fmax_ev_per_a": 4.4,
  "homo_energy_ev": -7.746,
  "e_above_lowest_kcal_mol": 0.0,
  "orbital_gap_ev": 6.7
}

---

{
  "formula": "H3IO3Si",
  "method": "the ωB97M-V functional and the def2-TZVPD basis",
  "elements": ["I", "Si", "O", "O", "O", "H", "H", "H"],
  "coordinates": [[1.3921, 1.9415, -0.1639], [-0.1465, 0.8301, 1.6391], [-0.4291, -0.9538, -1.7735], [-0.2653, 1.6105, 2.9160], [-0.3419, -0.6532, 1.1675], [0.0570, -0.5619, -2.5146], [0.3295, -1.4650, -1.4927], [-0.5958, -0.7482, 0.2221]],
  "forces_ev_per_angstrom": [[-1.109, -0.662, 1.014], [2.322, 2.177, -1.059], [0.751, 0.005, -0.389], [-0.507, -0.090, 0.432], [-0.996, -1.207, -0.821], [-0.843, 0.721, -0.201], [0.125, -0.874, 0.785], [0.258, -0.070, 0.239]],
  "smiles": "O=[Si](O)I.O",
  "mol_weight_g_mol": 206.01,
  "fmax_ev_per_a": 3.4,
  "homo_energy_ev": -10.016,
  "e_above_lowest_kcal_mol": 77.4,
  "orbital_gap_ev": 9.1
}

---

{
  "formula": "H3N2O3S",
  "method": "the ωB97M-V functional and the def2-TZVPD basis",
  "elements": ["S", "O", "O", "O", "N", "N", "H", "H", "H"],
  "coordinates": [[1.4076, -0.0909, -0.2918], [0.9893, 0.6455, -1.5336], [2.4840, 1.0906, 0.7171], [2.3197, -1.1988, -0.5506], [-1.5801, -0.2681, 1.0717], [-2.3364, -0.4640, 0.1221], [-0.5854, -0.2562, 0.7286], [1.9792, 1.9134, 0.5743], [-3.2926, -0.4490, 0.4377]],
  "forces_ev_per_angstrom": [[-0.329, 0.876, -0.670], [0.927, -0.390, 1.612], [-1.022, -0.330, -1.225], [0.340, 0.198, 0.064], [-0.012, 0.177, 0.415], [1.251, -0.062, -0.941], [-0.640, -0.142, -0.025], [0.363, -0.329, 0.090], [-0.879, 0.002, 0.680]],
  "charge": -1,
  "mol_weight_g_mol": 111.10,
  "fmax_ev_per_a": 1.9,
  "homo_energy_ev": -4.135,
  "e_above_lowest_kcal_mol": 36.8,
  "orbital_gap_ev": 8.4
}

---

{
  "formula": "H3N2OP",
  "method": "the ωB97M-V functional and the def2-TZVPD basis",
  "elements": ["P", "O", "N", "N", "H", "H", "H"],
  "coordinates": [[-2.5279, 0.4630, -1.0452], [-2.9625, -0.9113, -0.8918], [1.3051, -0.3249, 0.5061], [0.8279, 0.6907, -0.1967], [1.0672, 1.6091, 0.0508], [1.2640, -0.4444, 1.5773], [1.0263, -1.0820, -0.0006]],
  "forces_ev_per_angstrom": [[0.683, 1.713, -0.168], [-0.481, -1.687, 0.205], [0.695, 1.912, 2.934], [-1.048, -0.787, -1.552], [0.684, 1.239, 1.518], [0.094, 0.675, -2.138], [-0.628, -3.065, -0.799]],
  "mol_weight_g_mol": 78.01,
  "fmax_ev_per_a": 3.6,
  "homo_energy_ev": [-7.216, -10.095],
  "e_above_lowest_kcal_mol": 11.4,
  "spin_multiplicity": 3,
  "orbital_gap_ev": [6.7, 9.7]
}

---

Copy entry 1 word for word.
{
  "formula": "H3IO",
  "method": "the ωB97M-V functional and the def2-TZVPD basis",
  "elements": ["I", "O", "H", "H", "H"],
  "coordinates": [[0.6878, -1.8822, 1.6989], [-0.1809, 0.3923, -0.5821], [0.4526, 1.1002, -0.7204], [0.1324, -0.2682, 0.0402], [-1.0919, 0.6579, -0.4366]],
  "forces_ev_per_angstrom": [[-0.241, 0.736, -0.692], [-0.736, 1.449, -2.555], [0.227, 0.558, 0.060], [1.201, -3.020, 2.915], [-0.451, 0.277, 0.273]],
  "mol_weight_g_mol": 145.93,
  "fmax_ev_per_a": 4.4,
  "homo_energy_ev": -7.746,
  "e_above_lowest_kcal_mol": 0.0,
  "orbital_gap_ev": 6.7
}

---

Number 2 is which compound? H3IO3Si